Below is a single C22H33B2F2N3O5 molecule at a distorted geometry, with properties calculated with wB97M-V/def2-TZVPD.

```
67
Properties=species:S:1:pos:R:3
H 4.15 0.52 -1.93
H 1.33 5.48 0.63
C 1.53 4.40 0.40
H 1.89 2.78 -2.75
B -3.07 -2.76 1.70
H 3.08 -1.19 1.52
O -2.90 -3.03 3.09
C 5.27 -0.70 -0.47
C 1.16 1.71 -0.91
H -3.71 -3.62 0.04
C 1.87 4.25 -1.12
C 1.80 -2.90 1.06
C -2.26 -1.53 1.01
F -1.02 3.97 -1.31
H -1.82 -4.61 2.09
H 2.54 -3.49 1.68
C -5.63 -0.13 1.34
H -5.13 0.15 2.31
O -5.19 -1.05 -1.04
H 0.14 1.78 -3.54
B -4.64 -0.58 0.17
N -0.91 -1.54 1.18
H -7.44 0.86 0.40
H 1.15 4.84 -1.75
C -2.25 -4.34 3.10
H -6.41 -0.92 1.59
C -1.08 2.66 -1.86
C -1.06 0.53 -0.27
N -2.44 0.56 -0.40
H -5.92 1.80 0.15
H 5.77 1.41 0.05
H 1.60 -1.27 2.53
C 1.18 -0.37 0.61
C 1.91 0.68 -0.08
H -6.77 1.75 1.80
H 2.87 4.76 -1.28
C 1.98 -1.39 1.47
C -0.60 2.62 -3.38
C -0.29 1.61 -0.99
C -6.47 1.16 0.89
H -1.45 2.53 -4.10
H 6.97 0.12 0.64
C 2.04 2.76 -1.63
C 2.23 -3.19 -0.44
O -3.92 -3.62 1.00
H 0.80 -2.34 -1.61
N 1.22 -3.27 -1.48
O 3.30 0.70 0.04
H 0.52 -3.97 -1.21
F 2.74 4.09 1.12
C -3.02 -0.49 0.25
C 5.88 0.40 0.53
O 3.40 -3.34 -0.70
H 0.69 3.76 0.76
H 0.80 -3.34 1.30
H -1.39 -4.37 3.82
H 3.19 -0.91 -1.33
H -2.18 2.41 -1.91
H -0.01 3.57 -3.55
H 5.37 0.35 1.53
C 3.90 -0.10 -1.02
H -3.01 -5.16 3.32
C -0.32 -0.47 0.51
H 6.00 -0.92 -1.29
H -6.16 -0.98 -0.94
H 3.13 2.50 -1.50
H 5.04 -1.59 0.17
```

Properties
SMILES string	CCCOc1c(CCCF)c([C@H](C)F)c2nc(B(O)CC)c(B(O)OC)nc2c1CCC(N)=O
gap between HOMO and LUMO	7.9	eV
F_max	3.448	eV/A
HOMO energy	-0.322	hartree